# 1
Formula: C22H27FN2O4
Source: the OMol25 dataset
Level of theory: the ωB97M-V functional and the def2-TZVPD basis

```
! RIJCOSX wB97M-V def2-TZVPD def2/J DEFGRID3
* xyz 0 1
F -0.36934 -1.23185 -5.22538
O -1.30339 -1.61845 4.46543
O 1.63999 6.75516 -3.33476
O 0.49514 7.55141 -1.56021
O -1.43802 -5.45665 1.19212
N -0.42545 -3.58410 1.75978
N 0.24908 -3.23151 4.60625
C 0.49371 -1.18602 -0.52743
C 2.35171 1.52733 -3.74196
C -0.42471 0.25545 2.07489
C 0.52016 -0.34072 -4.73227
C 1.87880 -0.46600 -5.03137
C 0.52286 2.77363 -2.58599
C 0.94257 4.08745 -2.84641
C -0.78888 3.59986 -0.71544
C -0.45201 -2.31613 3.92288
C -0.95984 -1.12473 1.64650
C -2.70228 -4.08305 2.64372
C -0.90784 -1.23823 0.10121
C -1.47235 -4.41114 1.81982
C -0.35421 2.54247 -1.51782
C -0.21700 -2.26753 2.39760
C 0.10563 -3.48307 6.04102
C 0.99074 1.66114 -3.42340
C -0.36553 4.90458 -0.98520
C 0.92397 6.55379 -2.36722
C 0.08442 0.71380 -3.92515
C 0.50054 5.17150 -2.06187
C 2.79728 0.46516 -4.53637
H -0.97517 0.80047 -3.70861
H -0.68931 1.53340 -1.30213
H -1.46176 3.40956 0.11559
H -3.06802 -3.08983 2.40042
H 1.11481 -1.99431 -0.14267
H -2.01304 -1.16008 1.92364
H 0.40453 -1.29950 -1.60814
H 3.07212 2.24532 -3.36053
H 0.65137 0.31901 1.91553
H -0.72220 5.71650 -0.35563
H -1.50204 -0.42876 -0.32378
H -0.91778 1.04031 1.50151
H -2.46541 -4.14264 3.70335
H 0.84568 -2.05391 2.28427
H -0.95143 -3.48197 6.31804
H 3.85332 0.36761 -4.77276
H 0.61381 -2.70015 6.60668
H 0.89245 -3.80990 4.08876
H 1.60741 4.27093 -3.68727
H 0.53585 -4.45188 6.29986
H 2.21191 -1.28908 -5.65599
H -3.47914 -4.81078 2.41455
H -1.39126 -2.16488 -0.21019
H 0.87835 8.35437 -1.94418
H -0.63133 0.43224 3.13038
H 0.29966 -3.90748 1.13826
H 0.97084 -0.22814 -0.32194
*
```

For the HOMO-LUMO gap, the calculation gives 9.207 eV. The highest occupied orbital energy comes out at -9.1 eV. For the molar mass, the calculation gives 402.47 u. For the energy relative to the best compared isomer or geometry (same formula, charge and spin), the calculation gives 0.0 kcal per mole. The SMILES is CC[C@H](C)[C@H](NC(C)=O)C(=O)NC.O=C(O)c1cccc(-c2cccc(F)c2)c1. The calculated total energy comes out at -37141.5873 eV. Its lowest unoccupied orbital energy is 0.004 Ha.



# 2
Formula: C22H27N3O3
Source: the OMol25 dataset
Level of theory: the ωB97M-V functional and the def2-TZVPD basis

```
! RIJCOSX wB97M-V def2-TZVPD def2/J DEFGRID3
* xyz 0 1
O 2.77971 2.25446 -2.47190
O -0.09425 2.61907 2.84654
O -1.78446 -0.69479 -0.59500
N -1.10671 -2.84839 -0.24964
N -1.92709 -3.23597 0.77976
N 1.91265 1.96192 0.25730
C -2.43722 -0.11390 2.54013
C -0.52625 1.35110 2.59173
C -3.24144 -3.04657 2.71325
C 1.41434 2.04551 -2.16697
C 0.24208 -0.81815 -4.31659
C 1.19546 3.10101 0.80519
C -0.58334 -0.89126 -3.20957
C 1.15556 3.04368 2.34841
C -1.88910 1.12370 2.78888
C -4.64174 -2.98517 2.10072
C -2.21597 -2.47879 1.76539
C 1.01792 -2.30365 -2.10654
C 3.29700 2.23521 -0.09265
C -0.27727 -0.93851 1.92801
C -1.64470 -1.16164 2.07240
C 1.26140 1.27973 -0.84970
C 1.84777 -2.21471 -3.20976
C -0.20764 -1.64405 -2.10205
C 1.45936 -1.47915 -4.31746
C -1.11262 -1.65648 -0.91554
C 0.28269 0.29593 2.18511
C 3.42684 2.96441 -1.43768
H 2.99861 3.97713 -1.36049
H 0.16247 3.09198 0.44960
H -5.37410 -3.39281 2.79395
H -3.49911 -0.25562 2.66781
H 3.76194 2.82237 0.70137
H 4.47390 3.04636 -1.73427
H -2.99138 -4.09107 2.90639
H 2.10947 -1.41469 -5.17694
H 1.64548 4.05409 0.50104
H -3.21530 -2.49841 3.65541
H 3.81073 1.27143 -0.16629
H 1.74461 0.30340 -0.95846
H 1.33824 -2.86274 -1.23864
H -0.06011 -0.24037 -5.17760
H -1.52840 -0.36987 -3.18314
H 1.27389 4.04557 2.76890
H 1.97024 2.40965 2.71693
H 0.20895 1.11677 -0.61532
H 1.33999 0.43685 2.03489
H -0.75345 -3.65574 -0.74731
H 1.00213 1.47219 -2.99788
H -4.91821 -1.96045 1.86503
H 2.80296 -2.71885 -3.20498
H 0.36612 -1.74881 1.61482
H 0.89614 3.01553 -2.10206
H -2.50290 1.94547 3.12400
H -4.66588 -3.56391 1.18147
*
```

For the HOMO-LUMO gap, the calculation gives 8.435 eV. The highest occupied orbital energy comes out at -7.9 eV. For the molar mass, the calculation gives 381.48 u. For the energy relative to the best compared isomer or geometry (same formula, charge and spin), the calculation gives 106.5 kcal per mole. The SMILES is CC/C(=N/NC(=O)c1ccccc1)c1ccc(OCCN2CCOCC2)cc1. The calculated total energy comes out at -33863.6347 eV. Its lowest unoccupied orbital energy is 0.021 Ha.



# 3
Formula: C22H27N3O6S
Source: the OMol25 dataset
Level of theory: the ωB97M-V functional and the def2-TZVPD basis

```
! RIJCOSX wB97M-V def2-TZVPD def2/J DEFGRID3
* xyz 0 1
S 0.91705 -0.68251 -0.78280
O 6.04620 -1.33167 -0.50877
O -0.50351 -0.50255 -0.66030
O -3.37984 0.05052 1.91858
O 1.37676 -2.01122 -1.04983
O 7.00807 1.14804 0.53385
O 0.47521 2.34294 -0.02953
N -4.68714 -0.52822 0.17311
N 1.59434 -0.14020 0.66199
N -1.42199 1.64468 1.02433
C 0.65854 0.53534 1.53266
C 5.67177 0.82780 0.52238
C 7.84466 0.02957 0.34414
C 3.40914 1.47069 1.04040
C -2.17770 3.45424 -0.42520
C 3.85125 -0.69733 0.10443
C 7.32599 -0.82325 -0.81286
C 5.20415 -0.39824 0.03764
C -4.44083 3.44656 -1.22910
C 2.94650 0.22740 0.61472
C -3.65842 1.63167 0.15338
C 4.76002 1.75504 1.00647
C -3.18996 4.03870 -1.16244
C -4.66758 2.24723 -0.57944
C -4.96599 -1.86665 0.63777
C -2.40509 2.26021 0.25165
C -0.10113 1.61255 0.75435
C -4.24567 -2.94464 -0.18431
C -4.79281 -4.31955 0.19296
C 1.55463 0.40933 -2.07366
C -3.88275 0.32394 0.83363
C -2.73828 -2.88565 0.04348
H -4.45315 -2.76378 -1.24617
H -4.95484 -0.30653 -0.77277
H 7.87010 -0.58025 1.25778
H -3.00581 4.96998 -1.67675
H -4.63935 -1.91229 1.67871
H -5.64919 1.79661 -0.62098
H -0.03782 -0.21607 1.91216
H 8.84169 0.41971 0.13474
H 3.50553 -1.65287 -0.25239
H -6.04893 -2.02864 0.59599
H -2.51272 -3.05511 1.09390
H -5.23668 3.91636 -1.78696
H -5.86232 -4.38038 0.00154
H -2.23472 -3.65051 -0.54238
H 1.20191 0.97533 2.37110
H 2.71995 2.22498 1.38150
H 5.13379 2.70639 1.34912
H 2.61639 0.23098 -2.17260
H 7.96847 -1.68694 -0.98972
H -1.81384 0.91337 1.62247
H -4.61986 -4.51700 1.24829
H -4.29618 -5.09380 -0.38598
H -2.32276 -1.92242 -0.24261
H 7.27889 -0.20625 -1.72104
H 1.34214 1.42755 -1.77159
H 1.02935 0.15290 -2.98437
H -1.20560 3.91392 -0.36466
*
```

For the HOMO-LUMO gap, the calculation gives 8.815 eV. The highest occupied orbital energy comes out at -8.1 eV. For the molar mass, the calculation gives 461.54 u. For the energy relative to the best compared isomer or geometry (same formula, charge and spin), the calculation gives 14.4 kcal per mole. The SMILES is CC(C)CNC(=O)c1ccccc1NC(=O)CN(c1ccc2c(c1)OCCO2)S(C)(=O)=O. The calculated total energy comes out at -50843.4411 eV. Its lowest unoccupied orbital energy is 0.027 Ha.



# 4
Formula: C22H27N4O2S2Ta
Source: the OMol25 dataset
Level of theory: the ωB97M-V functional and the def2-TZVPD basis

```
! RIJCOSX wB97M-V def2-TZVPD def2/J DEFGRID3
* xyz 4 1
Ta -0.65198 -0.52503 -0.72517
S -0.12649 -2.77837 -1.06818
S 1.82288 -0.40760 1.56016
O -2.38331 -1.18922 -0.32908
O -0.61854 0.31803 -2.40069
N 0.23437 0.00865 0.94462
N -2.60730 -2.49925 0.04122
N -0.64279 0.94905 -4.58451
N -1.66666 2.24395 -2.83396
C -0.99324 1.22423 -3.35653
C -3.79291 -2.82023 0.58161
C 1.89053 -2.28965 3.43083
C 1.24250 -0.05925 4.22776
C 4.17627 3.44398 1.67618
C -4.00821 -4.14239 0.91066
C 1.45046 -1.90162 5.75813
C -1.58594 -3.37653 -0.21904
C 2.63088 1.17406 1.64992
C -1.96162 2.21878 -1.39895
C -0.99788 1.70814 -5.81207
C 1.15996 -0.55806 5.51128
C -3.00758 -5.07702 0.67789
C -2.14192 3.42927 -3.59834
C 0.17892 -0.22767 -4.94579
C -1.78647 -4.69530 0.11659
C 3.08971 3.35749 0.81196
C 1.60118 -0.94036 3.19942
C 4.49395 2.38616 2.51822
C 3.72055 1.23528 2.51865
C 2.31051 2.21220 0.78323
C 1.81781 -2.76353 4.72987
H -2.57167 1.34355 -1.12845
H -1.52374 2.62454 -5.60101
H -0.39649 -0.84284 -5.63533
H 2.85128 4.18689 0.16088
H 3.97277 0.41575 3.17781
H 1.47158 2.15097 0.10043
H 2.21138 -2.93527 2.62235
H -1.30245 3.93023 -4.07465
H 1.07696 0.99372 4.03489
H -3.17373 -6.11938 0.92402
H -1.61692 1.06040 -6.43023
H -4.50311 -2.01392 0.71182
H -2.90389 3.14252 -4.31883
H 1.07703 0.13016 -5.44598
H -0.06961 1.93639 -6.33134
H 0.45818 -0.81326 -4.08107
H -2.58815 4.11702 -2.88910
H 4.77786 4.34292 1.69421
H -2.57565 3.07815 -1.14747
H 2.06799 -3.79329 4.94471
H -1.04754 2.29723 -0.79170
H -4.96263 -4.42612 1.33526
H 1.40419 -2.27359 6.77373
H -0.21409 0.68012 1.57832
H -1.00602 -5.42147 -0.07465
H 0.89561 0.09610 6.33099
H 5.34321 2.45430 3.18451
*
```

For the HOMO-LUMO gap, the calculation gives 4.744 eV. The highest occupied orbital energy comes out at -19.6 eV. For the molar mass, the calculation gives 624.57 u. For the energy relative to the best compared isomer or geometry (same formula, charge and spin), the calculation gives 10.9 kcal per mole. The calculated total energy comes out at -56487.8416 eV. Its lowest unoccupied orbital energy is -0.547 Ha.



Q: Among the records above, which one has the lowest calculated total energy?
A: C22H27N4O2S2Ta